Computed, not measured: a 2-piece molecular cluster, C2H2BrF3O overall at a distorted geometry, with the ωB97M-V functional and the def2-TZVPD basis.

Computed properties:
* calculated total energy: -82344.2146 eV
* energy relative to the best compared isomer or geometry (same formula, charge and spin): 120.89 kJ/mol
* spin multiplicity: 3
* HOMO (spin up / spin down): -8.21 / -11.17 eV
* frontier orbital gap (spin up / spin down): 8.697 / 8.163 eV

Structure (XYZ):
```
9
C2H2BrF3O, DFT the ωB97M-V functional and the def2-TZVPD basis
C -0.27 0.37 0.56
C -0.10 -1.00 0.04
O 1.29 1.28 -0.55
F -1.08 -1.89 0.47
F -0.26 -1.01 -1.32
F 1.03 -1.56 0.44
Br -1.73 1.34 0.11
H 0.31 0.60 1.45
H 0.81 1.86 -1.21
```